# 1
DFT (ωB97M-V/def2-TZVPD) results for one molecule with the formula CH5N3O in a non-equilibrium geometry.

For the total energy, the calculation gives -7633.390 eV. For the HOMO-LUMO gap, the calculation gives 10.47 eV. The value obtained for the molecular weight is 75.07 g/mol. The relative energy (zero: lowest compared OMol25 entry of this formula, charge and spin) is 51.8 kcal/mol.

Each line ends with the Löwdin charge.
Geometry (Å):
N1 -0.041 1.790 0.299  0.053
N2 -0.475 0.601 -0.735  0.020
C1 -0.388 -0.769 -0.113  -0.535
N3 0.739 -1.310 0.464  0.135
O1 -1.498 -1.399 -0.135  -0.020
H1 0.836 2.050 -0.238  0.084
H2 0.087 1.356 1.137  -0.005
H3 -1.440 0.619 -0.880  0.055
H4 1.279 -0.599 0.212  0.004
H5 0.902 -2.340 -0.011  0.210

Atoms 1-2, force components in eV/Å:
N -0.38 -0.54 -6.76
N 3.52 -0.75 3.62

---

# 2
DFT (ωB97M-V/def2-TZVPD) results for C33H30BCl2N6O4S3Sr as an isolated structure in a non-equilibrium geometry.

For the total energy, the calculation gives -110908.776 eV. For the HOMO-LUMO gap, the calculation gives 6.12 eV. The value obtained for the molecular weight is 840.18 g/mol. The relative energy (zero: lowest compared OMol25 entry of this formula, charge and spin) is 48.9 kcal/mol. The charge is -1.

Each line ends with the Löwdin charge.
Geometry (Å):
Sr1 -0.273 -0.286 0.435  1.143
O1 -4.422 -0.565 1.700  0.156
C1 -3.198 -0.799 1.260  -0.491
O2 -2.223 -0.336 1.792  -0.163
C2 -3.111 -1.713 0.088  -0.183
C3 -4.217 -2.264 -0.531  0.029
C4 -4.001 -3.217 -1.513  -0.028
C5 -2.705 -3.573 -1.844  -0.018
C6 -1.657 -2.902 -1.229  -0.279
N1 -1.864 -2.001 -0.279  0.023
C7 -0.204 -3.284 -1.450  -0.529
O3 0.104 -3.825 -2.635  0.092
O4 0.599 -3.184 -0.567  0.110
H1 -4.336 0.100 2.402  0.148
H2 -5.209 -1.953 -0.236  0.124
H3 -4.840 -3.691 -2.006  0.113
H4 -2.509 -4.363 -2.556  0.124
H5 -0.401 -3.368 -3.329  0.101
C8 4.608 1.613 -0.140  -0.053
N2 4.216 0.635 -1.133  -0.133
C9 4.970 -0.450 -1.557  -0.067
C10 4.185 -1.163 -2.387  -0.072
N3 2.956 -0.532 -2.483  -0.008
B1 1.673 -1.197 -3.107  -0.462
N4 0.915 -0.161 -3.996  -0.014
C11 1.528 0.750 -4.833  -0.083
C12 0.592 1.584 -5.318  -0.062
N5 -0.615 1.179 -4.772  -0.125
C13 -1.886 1.850 -4.944  -0.049
C14 -0.409 0.096 -3.964  -0.698
S1 -1.657 -0.710 -3.115  0.716
C15 2.969 0.570 -1.693  -0.753
S2 1.697 1.659 -1.391  0.597
H6 5.695 1.664 -0.102  0.084
H7 4.220 1.346 0.843  0.077
H8 4.192 2.579 -0.408  0.063
H9 5.988 -0.602 -1.238  0.109
H10 4.380 -2.087 -2.907  0.113
H11 2.029 -2.140 -3.788  0.086
H12 0.960 -1.501 -2.186  0.045
H13 2.595 0.740 -4.994  0.123
H14 0.672 2.441 -5.966  0.112
H15 -1.909 2.327 -5.924  0.084
H16 -2.036 2.601 -4.168  0.096
H17 -2.681 1.114 -4.871  0.050
N6 0.110 1.140 2.801  0.042
C16 0.114 2.551 2.852  -0.244
C17 1.182 3.188 3.484  -0.046
C18 1.236 4.568 3.598  -0.116
C19 0.206 5.337 3.083  -0.115
C20 -0.844 4.706 2.428  -0.048
C21 -0.915 3.319 2.276  -0.127
C22 -2.042 2.758 1.458  -0.241
C23 -3.337 3.237 1.718  -0.078
C24 -4.401 2.918 0.879  -0.132
C25 -4.159 2.143 -0.250  -0.126
C26 -2.878 1.628 -0.464  -0.193
C27 -1.788 1.865 0.397  -0.174
H18 0.730 0.708 3.465  0.059
H19 -0.812 0.732 2.872  0.033
H20 1.978 2.576 3.897  0.106
H21 2.077 5.036 4.099  0.092
H22 0.221 6.417 3.177  0.089
H23 -1.628 5.307 1.981  0.108
H24 -3.514 3.860 2.592  0.100
H25 -5.399 3.283 1.097  0.084
H26 -4.966 1.924 -0.947  0.090
H27 -2.727 1.009 -1.356  0.018
Cl1 2.474 -1.171 1.984  0.660
C28 2.309 -2.565 3.024  -0.655
C29 3.488 -3.181 3.403  -0.146
C30 3.459 -4.280 4.242  -0.121
C31 2.233 -4.740 4.698  -0.149
C32 1.064 -4.111 4.307  -0.689
Cl2 -0.421 -4.756 4.944  0.611
C33 1.028 -2.991 3.432  -0.758
S3 -0.447 -2.241 2.934  0.538
H28 4.431 -2.794 3.035  0.094
H29 4.378 -4.771 4.537  0.092
H30 2.177 -5.593 5.364  0.092

Atoms 1-2, force components in eV/Å:
Sr 2.52 0.83 -0.32
O -0.36 -0.09 -0.01

---

# 3
DFT (ωB97M-V/def2-TZVPD) results for an isolated ion of composition C9H5O4 and charge -1 in a non-equilibrium geometry.

For the total energy, the calculation gives -17602.713 eV. For the HOMO-LUMO gap, the calculation gives 6.48 eV. The value obtained for the molecular weight is 177.13 g/mol. The relative energy (zero: lowest compared OMol25 entry of this formula, charge and spin) is 12.1 kcal/mol. The charge is -1.

Each line ends with the Löwdin charge.
Geometry (Å):
O1 3.001 -2.574 1.647  0.118
C1 2.790 -1.554 1.068  -0.159
C2 3.056 -0.277 0.730  -0.115
O2 2.296 0.743 0.122  -0.041
C3 0.915 0.500 -0.022  -0.265
C4 0.248 1.103 -1.062  -0.057
C5 -1.070 1.036 -1.255  -0.029
C6 -1.795 0.188 -0.397  -0.130
C7 -3.311 0.108 -0.695  -0.751
O3 -3.598 -0.749 -1.589  -0.087
O4 -4.022 0.796 0.002  -0.015
C8 -1.134 -0.536 0.564  -0.006
C9 0.199 -0.252 0.867  -0.024
H1 4.086 0.052 0.969  0.134
H2 0.828 1.675 -1.715  0.095
H3 -1.649 1.505 -2.179  0.169
H4 -1.567 -1.092 1.315  0.092
H5 0.728 -0.673 1.632  0.072

Atoms 1-2, force components in eV/Å:
O -1.16 1.20 -1.26
C 1.97 0.39 1.03

---

# 4
DFT (ωB97M-V/def2-TZVPD) results for C13H17ClOTb as an isolated structure in a non-equilibrium geometry.

For the total energy, the calculation gives -50760.352 eV. The spin multiplicity is 7. For the HOMO-LUMO gap (spin up / spin down), the calculation gives 4.34 / 4.93 eV. The value obtained for the molecular weight is 383.66 g/mol. The charge is -1.

Each line ends with the Löwdin spin population.
Geometry (Å):
C1 1.931 -2.481 2.049  0.000
C2 2.002 -2.542 0.627  -0.006
C3 0.661 -2.533 0.117  -0.008
H1 2.912 -2.551 0.027  0.000
C4 -0.233 -2.438 1.239  0.007
C5 0.560 -2.409 2.428  0.001
H2 0.178 -2.320 3.448  0.000
H3 2.779 -2.427 2.736  0.000
H4 0.367 -2.493 -0.930  0.001
H5 -1.319 -2.368 1.190  0.001
Tb1 0.968 -0.375 1.051  6.024
Cl1 1.824 0.847 3.024  -0.012
C6 1.156 2.458 -3.542  0.000
C7 -0.071 1.820 -3.884  0.000
C8 0.238 0.588 -4.531  0.000
H6 -1.070 2.207 -3.691  0.000
C9 1.657 0.466 -4.588  0.000
C10 2.224 1.622 -3.977  0.000
H7 3.286 1.830 -3.867  0.000
H8 1.259 3.418 -3.041  0.000
H9 -0.482 -0.130 -4.918  0.000
H10 2.210 -0.363 -5.027  0.000
C11 -1.480 0.566 3.246  0.000
C12 -1.815 0.593 1.752  0.002
C13 -2.972 1.533 1.486  0.000
O1 -0.682 0.940 0.978  -0.011
H11 -1.140 1.562 3.568  0.000
H12 -0.688 -0.162 3.480  0.000
H13 -2.360 0.287 3.832  0.000
H14 -2.133 -0.431 1.434  0.001
H15 -2.695 2.547 1.783  0.000
H16 -3.229 1.520 0.431  0.000
H17 -3.842 1.218 2.069  0.000

Atoms 1-2, force components in eV/Å:
C -0.20 -0.49 -0.10
C -0.48 -1.02 0.17